Entry 1:
C14H4Cl5F7N3O9PdS2 | ωB97M-V with the def2-TZVPD basis set

Calculated values
LUMO   0.97 eV
Charge   -1
DFT total energy   -144260.60250 eV
HOMO level   -5.56 eV
Max |F|   2.356 eV Å⁻¹
Frontier orbital gap   6.53 eV
Relative energy (zero: lowest compared OMol25 entry of this formula, charge and spin)   189.30 kcal/mol

Structure (XYZ):
```
45
Properties=species:S:1:pos:R:3:lowdin_charge:R:1
Pd 0.1404 -0.4949 1.2533 1.013
Cl -0.1540 7.0404 -1.2855 0.634
C -0.7645 5.4387 -1.4977 -0.735
C -0.8895 4.5702 -0.4479 -0.687
Cl -0.3403 5.0781 1.1160 0.699
C -1.3161 3.2418 -0.6662 -0.343
Cl -1.5915 2.2721 0.7960 1.154
C -1.4856 2.6262 -1.9561 -0.501
O -1.7588 1.4685 -2.2269 -0.011
C -1.4102 3.6670 -3.0172 -0.604
Cl -1.8180 3.0931 -4.5874 0.701
C -1.0758 4.9669 -2.8080 -0.710
Cl -1.0239 6.0846 -4.1225 0.657
F -3.5170 2.9515 2.3839 0.090
C -3.0682 3.1761 1.1711 -0.482
F -4.0658 2.9925 0.3362 0.109
F 0.2018 1.6985 5.1396 -0.308
S 0.3665 1.8346 3.5224 0.812
O -0.9614 0.8176 0.3181 -0.652
O 1.7643 2.0529 3.2899 -0.410
N 0.1126 0.1871 3.2199 -0.510
S -1.2010 -0.5406 3.8378 0.564
O -2.4225 0.2096 3.7759 -0.291
O -1.1676 -1.8781 3.3115 -0.318
C -1.0017 -0.9432 5.6700 -0.671
F 0.2604 -0.8178 6.0846 0.127
F -1.3785 -2.1990 5.8581 0.142
F -1.7798 -0.1623 6.4157 0.132
F 1.1753 -2.1695 -4.9818 0.099
C 1.7300 -2.8615 -3.9848 -0.186
C 1.1140 -3.0008 -2.8090 0.062
N 1.6745 -3.7266 -1.7726 0.015
C 0.9590 -3.8756 -0.5083 -0.016
C 0.7548 -2.5503 0.1885 -0.584
O 0.0796 -1.6436 -0.4054 -0.083
O 1.2059 -2.3307 1.3382 -0.028
C 2.9105 -4.3321 -1.8950 -0.466
O 3.4370 -4.9833 -1.0184 0.083
N 3.5096 -4.1492 -3.1270 0.213
C 3.0352 -3.4552 -4.2376 -0.401
O 3.6711 -3.3909 -5.2640 0.099
H 0.1610 -2.5322 -2.6065 0.149
H 1.5367 -4.5387 0.1262 0.131
H -0.0245 -4.3093 -0.6999 0.148
H 4.4158 -4.5826 -3.2273 0.167
```


Entry 2:
C27H23AsCaCl2N4O2S3 | ωB97M-V with the def2-TZVPD basis set

Calculated values
LUMO   4.45 eV
Charge   -2
DFT total energy   -175263.88951 eV
HOMO level   -1.76 eV
Max |F|   0.088 eV Å⁻¹
Frontier orbital gap   6.20 eV
Relative energy (zero: lowest compared OMol25 entry of this formula, charge and spin)   0.00 kcal/mol

Structure (XYZ):
```
63
Properties=species:S:1:pos:R:3:lowdin_charge:R:1
Ca -0.0606 -0.4954 -0.3954 0.840
Cl -5.2150 -4.8978 1.7915 0.587
C -4.4352 -3.4275 1.2532 -0.690
C -3.3389 -3.5289 0.4082 -0.047
C -2.6800 -2.3886 -0.0429 -0.212
N -1.5455 -2.3931 -0.8511 0.003
C -1.3064 -3.3693 -1.7083 -0.496
O -1.9422 -4.4108 -1.9564 -0.030
C -0.0485 -3.1241 -2.5405 -0.182
C 0.3705 -4.1144 -3.4240 -0.018
C 1.5123 -3.9070 -4.1738 -0.085
C 2.2113 -2.7183 -4.0185 -0.080
C 1.7289 -1.7851 -3.1160 -0.153
N 0.6188 -1.9752 -2.4024 0.034
C -3.1611 -1.1079 0.3584 -0.209
C -4.2692 -1.0326 1.1988 -0.052
C -4.8970 -2.1867 1.6478 -0.692
Cl -6.2825 -2.0270 2.7041 0.585
N -2.4546 -0.0156 -0.1440 -0.005
C -3.0172 1.1686 -0.3004 -0.517
O -4.1384 1.5936 0.0401 -0.035
C -2.1338 2.1381 -1.0855 -0.214
C -2.6196 3.4158 -1.3486 -0.029
C -1.8453 4.2943 -2.0821 -0.085
C -0.6033 3.8755 -2.5342 -0.079
C -0.1914 2.5900 -2.2220 -0.174
N -0.9340 1.7367 -1.5182 0.045
H -2.9948 -4.4985 0.0857 0.096
H -0.2220 -5.0162 -3.4817 0.105
H 1.8620 -4.6653 -4.8657 0.093
H 3.1197 -2.5158 -4.5709 0.091
H 2.2519 -0.8534 -2.9246 0.055
H -4.6502 -0.0656 1.4856 0.091
H -3.5962 3.6683 -0.9609 0.106
H -2.2020 5.2956 -2.2965 0.095
H 0.0456 4.5258 -3.1059 0.092
H 0.7838 2.2327 -2.5316 0.044
S 2.3134 -2.0242 0.6521 0.312
C 3.6214 -0.8358 0.8721 -0.639
C 4.6590 -1.1997 1.7302 -0.149
C 5.7457 -0.3717 1.9580 -0.134
C 5.7940 0.8545 1.3026 -0.132
C 4.7718 1.2287 0.4515 -0.168
C 3.6511 0.4107 0.2096 -0.730
S 2.4044 1.0102 -0.8595 0.463
H 4.5865 -2.1588 2.2294 0.088
H 6.5368 -0.6743 2.6343 0.080
H 6.6318 1.5262 1.4602 0.084
H 4.8077 2.1871 -0.0526 0.078
C 1.6793 2.1643 2.6637 -0.337
As -0.0728 1.8276 1.8646 1.014
C -1.0307 1.3349 3.5034 -0.329
C -0.6831 3.7059 1.8037 -0.331
S 0.8781 -1.4958 2.0643 -0.106
H 1.5883 2.7852 3.5581 0.013
H 2.3100 2.6554 1.9223 0.005
H 2.1266 1.2021 2.9125 -0.002
H -0.8809 2.0791 4.2888 0.012
H -0.6570 0.3666 3.8358 -0.008
H -2.0940 1.2420 3.2794 0.014
H -0.4681 4.2193 2.7439 0.008
H -1.7579 3.7235 1.6169 0.009
H -0.1815 4.2220 0.9834 0.009
```


Entry 3:
C3H11NO3Si2 | ωB97M-V with the def2-TZVPD basis set

Calculated values
LUMO   0.16 eV
Charge   0
DFT total energy   -26674.95208 eV
HOMO level   -9.62 eV
Max |F|   1.196 eV Å⁻¹
Frontier orbital gap   9.79 eV

Structure (XYZ):
```
20
Properties=species:S:1:pos:R:3:lowdin_charge:R:1
C 0.7318 -1.9131 -1.7747 -0.059
C 0.9215 -0.8064 -1.0575 -0.301
Si 0.7180 0.9339 -1.6727 0.486
O -0.6979 1.2126 -2.5001 -0.504
Si -2.1780 0.5794 -2.0913 0.511
H 0.7095 -1.8802 -2.8529 0.054
H 0.5714 -2.8537 -1.2748 0.056
H 1.2357 -0.9321 -0.0326 0.013
H 1.8074 1.2442 -2.6261 -0.031
H 0.8718 1.8650 -0.5331 -0.033
H -2.9398 1.5145 -1.2357 -0.072
H -2.0980 -0.7169 -1.4024 -0.064
H -2.9334 0.4001 -3.3473 -0.069
C 0.2062 0.5829 3.6584 0.049
N 0.7916 -0.3079 2.6198 -0.453
O 0.1089 -1.2129 2.1963 0.065
O 1.9217 -0.0614 2.2630 0.059
H -0.7990 0.2425 3.8717 0.093
H 0.8425 0.5184 4.5348 0.100
H 0.2081 1.5912 3.2571 0.100
```


Entry 4:
C20H31N3PdSb2 | ωB97M-V with the def2-TZVPD basis set

Calculated values
LUMO   -6.44 eV
Charge   +2
DFT total energy   -42255.04959 eV
HOMO level   -13.89 eV
Max |F|   0.716 eV Å⁻¹
Frontier orbital gap   7.45 eV
Relative energy (zero: lowest compared OMol25 entry of this formula, charge and spin)   0.00 kcal/mol

Structure (XYZ):
```
57
Properties=species:S:1:pos:R:3:lowdin_charge:R:1
Pd -0.7851 0.6175 0.1725 0.283
C -2.6431 -2.5167 0.8496 -0.268
Sb -0.7596 -1.8899 0.1109 1.370
C 0.6432 -2.8007 1.4064 -0.245
C -0.5066 -2.8478 -1.7872 -0.283
C 0.9339 -3.1389 -1.9926 -0.316
C 1.4409 -4.3780 -1.5958 -0.056
C 2.7810 -4.6798 -1.7266 -0.047
C 3.6527 -3.7338 -2.2643 -0.046
C 3.1635 -2.5106 -2.6769 -0.037
C 1.8086 -2.1900 -2.5533 -0.296
C 1.3437 -0.8804 -3.0829 -0.286
Sb 0.9865 0.6244 -1.6010 1.383
C 2.8131 0.6358 -0.5440 -0.254
C 0.9449 2.4066 -2.7268 -0.260
H -2.5682 -3.5530 1.1748 0.029
H -3.3947 -2.4359 0.0679 0.024
H -2.9191 -1.8850 1.6898 -0.009
H 0.8978 -3.7899 1.0332 0.017
H 0.1905 -2.8840 2.3922 0.022
H 1.5463 -2.1976 1.4667 0.015
H -0.9311 -2.1807 -2.5352 0.062
H -1.0981 -3.7630 -1.7768 0.083
H 0.7636 -5.1250 -1.1986 0.123
H 3.1454 -5.6521 -1.4250 0.118
H 4.7038 -3.9586 -2.3800 0.117
H 3.8406 -1.7948 -3.1270 0.121
H 0.4624 -0.9601 -3.7192 0.077
H 2.1348 -0.4309 -3.6871 0.078
H 3.5928 1.0392 -1.1887 0.034
H 3.0641 -0.3887 -0.2712 0.015
H 2.7152 1.2534 0.3427 -0.001
H 1.8167 2.4223 -3.3786 0.031
H 0.9712 3.2563 -2.0494 0.011
H 0.0377 2.4411 -3.3261 0.025
N 0.7918 3.0725 1.5520 0.141
C -0.1343 3.6044 0.6876 -0.389
C -0.2506 4.9886 0.4966 0.006
C -1.1584 5.4612 -0.4178 -0.021
C -1.9541 4.5586 -1.1350 -0.041
C -1.7793 3.2226 -0.8959 -0.148
N -0.8810 2.7456 -0.0060 -0.067
H 1.2367 3.7163 2.1874 0.113
H 0.5604 2.1791 1.9603 0.057
H 0.3676 5.6607 1.0751 0.126
H -1.2616 6.5263 -0.5747 0.128
H -2.6834 4.8924 -1.8563 0.119
H -2.3612 2.4778 -1.4255 0.113
C -3.7616 0.4168 4.8327 -0.070
C -2.2459 0.6153 4.7449 -0.188
C -1.7789 0.6196 3.3561 -0.130
N -1.4378 0.6192 2.2617 0.093
H -4.0539 0.4189 5.8798 0.091
H -4.0604 -0.5345 4.3963 0.082
H -4.2919 1.2202 4.3256 0.088
H -1.7077 -0.1760 5.2697 0.131
H -1.9439 1.5636 5.1933 0.132
```


Entry 5:
H24O12 | ωB97M-V with the def2-TZVPD basis set

Calculated values
LUMO (alpha / beta)   2.82 / 2.80 eV
Charge   -1
DFT total energy   -24960.33772 eV
Expectation value of S²   0.750
HOMO level (alpha / beta)   -0.28 / -7.74 eV
Max |F|   1.386 eV Å⁻¹
2S+1   2
Frontier orbital gap (alpha / beta)   3.11 / 10.54 eV
Relative energy (zero: lowest compared OMol25 entry of this formula, charge and spin)   11.37 kcal/mol

Structure (XYZ):
```
36
Properties=species:S:1:pos:R:3:lowdin_charge:R:1
O -21.4350 1.8400 -16.5508 -0.068
H -21.8654 2.4158 -15.9187 0.013
H -20.7908 1.3557 -16.0344 0.004
O -19.1024 3.0563 -15.2353 -0.191
H -18.3502 3.4491 -14.7925 -0.003
H -19.0748 2.1336 -14.9824 -0.035
O -18.9882 0.2756 -14.1332 -0.159
H -18.1157 -0.0942 -13.9985 0.021
H -19.5162 -0.0906 -13.4238 0.021
O -21.0730 4.1794 -18.3646 -0.064
H -20.5508 4.8933 -17.9987 0.028
H -20.9679 3.4610 -17.7408 -0.011
O -19.8463 -1.2312 -16.4799 -0.101
H -20.2142 -0.7900 -15.7143 -0.020
H -19.7089 -0.5307 -17.1176 -0.049
O -19.2016 0.8975 -17.8801 -0.068
H -18.8854 0.8912 -18.7835 0.067
H -18.4143 1.0271 -17.3512 0.041
O -22.1526 1.2392 -19.0804 -0.075
H -21.6673 1.6174 -18.3470 -0.047
H -22.5790 0.4654 -18.7124 0.026
O -23.2648 5.3177 -15.2765 -0.090
H -23.3595 6.0054 -15.9355 0.037
H -22.3618 5.0154 -15.3732 -0.041
O -23.5101 0.5754 -13.5469 -0.084
H -24.0701 0.6378 -12.7732 0.016
H -23.0771 1.4275 -13.5991 -0.040
O -23.7558 4.6873 -18.3429 -0.081
H -23.6538 4.0362 -17.6487 0.009
H -22.9581 4.6077 -18.8658 -0.003
O -20.7013 5.3788 -15.6703 -0.091
H -20.2802 4.5565 -15.4196 -0.011
H -20.1974 6.0545 -15.2166 0.053
O -22.4364 3.0088 -14.1590 -0.086
H -21.7416 3.2706 -13.5548 0.045
H -23.0713 3.7240 -14.1192 0.037
```


Entry 6:
C18H40BaOP2Si | ωB97M-V with the def2-TZVPD basis set

Calculated values
LUMO (alpha / beta)   -0.20 / -0.18 eV
Charge   0
DFT total energy   -48507.25337 eV
HOMO level (alpha / beta)   -3.20 / -3.11 eV
Max |F|   3.463 eV Å⁻¹
Frontier orbital gap (alpha / beta)   3.01 / 2.93 eV
Relative energy (zero: lowest compared OMol25 entry of this formula, charge and spin)   0.00 kcal/mol

Structure (XYZ):
```
63
Properties=species:S:1:pos:R:3:lowdin_charge:R:1
P -2.1175 2.3394 1.4481 0.874
P -2.5452 -0.6085 -1.6982 0.878
C -2.4389 1.9951 -0.3106 -0.333
C -3.2576 0.7316 -0.5975 -0.409
H -1.4761 1.9513 -0.8505 0.046
H -2.9659 2.8875 -0.6864 0.089
H -3.4610 0.1631 0.3309 0.054
H -4.2352 1.0192 -1.0159 0.067
C -1.1090 0.0499 -2.6524 -0.326
H -0.3185 0.3786 -1.9445 -0.059
H -1.4442 0.8259 -3.3480 0.001
H -0.6853 -0.7761 -3.2402 0.051
C -3.8139 -0.5793 -3.0274 -0.316
H -3.5915 0.1627 -3.8032 0.037
H -4.7966 -0.3716 -2.5944 0.027
H -3.8262 -1.5770 -3.4804 0.030
C -0.9549 3.7124 1.3179 -0.198
H -0.3873 3.8137 2.2456 0.063
H -1.4905 4.6430 1.0987 0.066
H -0.2350 3.5089 0.5083 0.026
C -3.5676 2.7956 2.3780 -0.169
H -4.4522 2.2821 1.9729 0.068
H -3.7206 3.8810 2.2988 0.068
H -3.4420 2.5325 3.4341 0.065
Ba 1.3132 2.5752 -2.1819 1.527
C -0.4067 3.1976 -4.2964 -0.301
C 0.9057 3.3037 -4.6229 -0.394
C 1.6434 4.6132 -4.7965 -0.224
C 1.1759 5.7238 -3.8084 -0.227
C 0.9008 5.1986 -2.4364 -0.420
C -0.3209 4.8826 -1.9414 -0.358
C -1.5858 4.8598 -2.7386 -0.238
C -1.4201 4.2879 -4.1849 -0.202
C -1.1100 1.0120 2.1176 -0.168
H -0.8987 2.2284 -4.3692 0.059
H 1.4958 2.3938 -4.8785 0.080
H 1.5043 4.9576 -5.8377 0.104
H 2.7332 4.4595 -4.6550 0.098
H 1.9823 6.4711 -3.7225 0.104
H 0.3212 6.2567 -4.2433 0.096
H 1.7875 5.2216 -1.7746 0.063
H -0.5015 5.0337 -0.8742 0.046
H -2.0665 5.8617 -2.7956 0.101
H -2.3413 4.2558 -2.2025 0.073
H -2.4110 3.8538 -4.4262 0.104
H -1.2643 5.1185 -4.9010 0.108
H -0.7678 0.3373 1.3208 0.021
H -1.6849 0.4578 2.8735 0.070
H -0.2053 1.4368 2.5815 0.076
C 0.1752 -1.9332 1.0907 -0.203
Si 1.5251 -1.0266 0.0421 0.219
C 2.9523 -0.8484 1.2585 -0.190
C 1.9331 -2.3484 -1.2832 -0.184
O 1.1376 0.4010 -0.6311 -0.672
H 0.4072 -3.0015 1.2523 0.030
H -0.8072 -1.9083 0.6002 -0.010
H 0.0480 -1.5024 2.0944 0.003
H 3.1593 -1.7417 1.8616 0.026
H 3.8793 -0.5856 0.7411 0.020
H 2.7423 -0.0340 1.9579 0.013
H 1.1051 -2.4665 -1.9919 0.010
H 2.8208 -2.0629 -1.8664 0.019
H 2.1332 -3.3420 -0.8524 0.022
```